The following is a DFT calculation (ωB97M-V with the def2-TZVPD basis set) of a molecular structure, C9H24AgO7 at a distorted geometry.

Properties
- E: -1030.75295 a.u.
- Energy relative to the best compared isomer or geometry (same formula, charge and spin): 75.21 kcal per mole
- Frontier orbital gap: 0.1131 Eh

ORCA input file:
```
! wB97M-V def2-TZVPD RIJCOSX def2/J DEFGRID3
* xyz -1 1
O -4.25 2.34 -1.90
H 4.15 -0.53 -0.94
C -2.19 -1.64 -5.63
O 0.34 3.38 2.66
H -3.34 -1.11 -3.43
C 0.33 -2.42 4.12
O -5.78 3.52 -1.09
H -0.43 3.71 3.12
C 2.77 3.86 2.55
H 0.91 -1.51 4.21
C -5.06 2.56 -1.01
O -5.16 1.85 0.02
H -2.22 -0.55 -5.59
C 3.29 0.59 -2.61
Ag -1.41 0.36 0.09
H 3.00 2.94 2.01
C 0.27 -3.09 5.44
H 2.53 4.61 1.80
H -3.04 -3.41 -4.98
H 2.75 0.27 -3.50
H 1.28 -3.39 5.74
H 0.68 -3.09 3.32
H 1.32 4.62 4.02
H -2.19 -1.99 -6.66
O -0.95 -2.03 3.67
H 3.70 4.20 3.00
H 1.69 2.97 4.26
C -3.23 -2.34 -4.83
C 3.53 -0.71 -1.82
H 2.79 1.39 -2.07
H -0.04 -2.40 6.22
H -0.48 -3.88 5.45
H -1.35 -2.77 3.21
O 2.26 -1.21 -1.44
H -4.28 -2.22 -5.10
O -2.92 -1.97 -3.52
H -1.18 -1.92 -5.35
H 2.15 -2.15 -1.57
H 4.01 -1.54 -2.33
H 4.23 0.97 -3.02
C 1.52 3.70 3.47
*
```